1.
Below is C37H31BLiNOP2 as an isolated structure, with properties calculated with ωB97M-V with the def2-TZVPD basis set.

Multiplicity: 1
Strongest force on any atom in hartree/bohr: 0.0022
Electronic energy in eV: -61870.5062
Highest occupied orbital energy in hartree: -0.3121
Kohn-Sham gap in eV: 8.8

```
74
Properties=species:S:1:pos:R:3:lowdin_charge:R:1
Li 0.881 0.796 0.334 0.4565
O 1.561 -2.075 1.663 -0.0508
C 1.373 -2.029 3.034 -0.2867
C 2.188 -2.767 3.871 -0.0103
C 2.012 -2.672 5.244 -0.0635
C 1.034 -1.836 5.761 -0.0723
C 0.240 -1.080 4.909 -0.0615
C 0.398 -1.160 3.528 -0.2753
P -0.459 -0.051 2.348 1.0787
C -1.577 -1.136 1.405 -0.3931
C -2.028 -0.658 0.176 -0.1164
C -2.840 -1.442 -0.630 -0.0708
C -3.197 -2.719 -0.217 -0.0701
C -2.754 -3.201 1.007 -0.0724
C -1.952 -2.411 1.817 -0.0957
C -1.576 0.890 3.433 -0.3900
C -1.135 2.126 3.902 -0.1000
C -1.928 2.876 4.758 -0.0771
C -3.174 2.401 5.140 -0.0803
C -3.627 1.177 4.666 -0.0744
C -2.831 0.423 3.816 -0.0790
C 1.045 -3.138 0.943 -0.2899
C 0.700 -4.350 1.518 -0.0177
C 0.171 -5.350 0.713 -0.0741
C -0.014 -5.139 -0.642 -0.0789
C 0.350 -3.923 -1.204 -0.0560
C 0.895 -2.907 -0.427 -0.2858
P 1.352 -1.259 -1.067 1.0768
C 0.805 -1.284 -2.800 -0.3740
C 1.458 -2.032 -3.780 -0.0931
C 1.019 -1.996 -5.093 -0.0731
C -0.071 -1.207 -5.440 -0.0732
C -0.718 -0.451 -4.476 -0.0682
C -0.279 -0.489 -3.160 -0.1062
C 3.167 -1.358 -1.239 -0.3652
C 3.939 -2.414 -0.766 -0.0824
C 5.322 -2.384 -0.903 -0.0839
C 5.938 -1.304 -1.516 -0.0878
C 5.171 -0.249 -1.995 -0.0699
C 3.793 -0.270 -1.852 -0.0838
H 2.952 -3.403 3.442 0.1305
H 2.645 -3.248 5.907 0.1083
H 0.894 -1.760 6.831 0.1062
H -0.505 -0.413 5.324 0.1038
H -1.742 0.334 -0.165 0.0941
H -3.177 -1.064 -1.586 0.1080
H -3.813 -3.341 -0.853 0.1068
H -3.026 -4.199 1.328 0.1086
H -1.602 -2.795 2.768 0.1129
H -0.170 2.506 3.590 0.1040
H -1.578 3.835 5.116 0.1058
H -3.799 2.989 5.801 0.1045
H -4.603 0.810 4.954 0.1054
H -3.191 -0.529 3.444 0.1028
H 0.823 -4.513 2.579 0.1134
H -0.101 -6.298 1.160 0.1076
H -0.438 -5.916 -1.265 0.1047
H 0.201 -3.754 -2.263 0.1022
H 2.323 -2.629 -3.515 0.1131
H 1.536 -2.572 -5.850 0.1037
H -0.400 -1.165 -6.471 0.1041
H -1.540 0.196 -4.751 0.1096
H -0.754 0.139 -2.417 0.0820
H 3.467 -3.269 -0.299 0.1011
H 5.915 -3.211 -0.535 0.1014
H 7.015 -1.285 -1.625 0.1013
H 5.644 0.595 -2.481 0.1086
H 3.201 0.554 -2.240 0.0849
B 1.362 2.732 -3.523 -0.4458
C 0.993 2.443 -2.015 -0.2867
N 0.755 2.194 -0.908 -0.0175
H 1.993 3.765 -3.553 -0.0008
H 0.323 2.809 -4.145 0.0018
H 2.028 1.782 -3.894 0.0001
```

2.
Below is a 7-piece molecular cluster, C10H36N6O7 overall, with properties calculated with ωB97M-V with the def2-TZVPD basis set.

Multiplicity: 1
Strongest force on any atom in hartree/bohr: 0.0307
Electronic energy in eV: -34228.2228
Highest occupied orbital energy in hartree: -0.3399
SMILES: COC[C@H](C)N.COC[C@H](C)N.NC(N)=O.NC(N)=O.O.O.O
Kohn-Sham gap in eV: 9.6
Relative energy (zero: lowest compared OMol25 entry of this formula, charge and spin) in kJ/mol: 0.00

```
59
Properties=species:S:1:pos:R:3:lowdin_charge:R:1
C -0.834 -0.910 -4.431 -0.1225
O 0.175 -0.519 -5.312 -0.1568
C -0.041 0.708 -5.947 -0.2266
C -1.271 0.803 -6.847 -0.4355
C -1.101 0.069 -8.189 -0.0542
N -1.588 2.229 -7.157 0.0323
H -1.754 -1.236 -4.939 0.0884
H -1.204 -0.107 -3.773 0.0845
H -0.503 -1.734 -3.806 0.0799
H -0.140 1.511 -5.200 0.1152
H 0.824 0.941 -6.573 0.1317
H -2.127 0.377 -6.315 0.1183
H -1.994 0.196 -8.793 0.0775
H -0.813 -0.963 -8.000 0.0813
H -0.258 0.553 -8.694 0.0765
H -1.109 2.414 -8.033 0.0566
H -1.148 2.839 -6.472 0.0563
C 2.990 2.717 6.610 -0.1119
O 2.409 2.896 5.346 -0.1788
C 1.008 2.905 5.313 -0.2265
C 0.436 1.501 5.270 -0.4302
C 0.635 0.892 3.889 -0.0644
N -1.021 1.552 5.527 0.0344
H 2.672 1.766 7.069 0.0812
H 2.743 3.532 7.294 0.0886
H 4.061 2.575 6.480 0.0899
H 0.571 3.513 6.120 0.1241
H 0.722 3.467 4.419 0.1289
H 0.992 0.898 5.998 0.1271
H -0.131 1.296 3.212 0.0599
H 0.494 -0.185 3.769 0.0613
H 1.574 1.158 3.399 0.0887
H -1.357 0.599 5.616 0.0724
H -1.140 1.994 6.437 0.0668
N -1.035 -3.537 0.826 0.1796
C -0.662 -3.398 2.134 -0.6016
N -1.201 -4.344 2.977 0.1542
O 0.000 -2.449 2.563 -0.0290
H -0.676 -2.935 0.085 0.0633
H -1.897 -4.031 0.687 0.1013
H -2.076 -4.798 2.807 0.0935
H -0.910 -4.265 3.937 0.1042
N 0.021 -0.175 0.718 0.1884
C 0.169 -0.517 -0.583 -0.6269
N 0.212 0.603 -1.370 0.1650
O 0.262 -1.658 -1.028 0.0037
H 0.037 0.785 1.005 0.0633
H -0.082 -0.898 1.421 0.0592
H 0.222 0.508 -2.370 0.0736
H 0.301 1.540 -1.027 0.0834
O 2.745 -2.930 2.126 -0.0756
H 3.305 -2.390 2.690 0.0241
H 1.831 -2.644 2.323 -0.0149
O -0.144 -4.457 -2.357 -0.0687
H 0.288 -3.598 -2.266 0.0035
H -0.144 -4.815 -1.463 0.0154
O -0.847 3.122 0.844 -0.0558
H -1.222 3.231 1.726 0.0394
H -1.270 3.802 0.310 0.0428
```

3.
Below is one molecule with the formula C5H11N, with properties calculated with ωB97M-V with the def2-TZVPD basis set.

Multiplicity: 1
Strongest force on any atom in hartree/bohr: 0.0341
Electronic energy in eV: -6852.9091
Highest occupied orbital energy in hartree: -0.2791
SMILES: CC(C)=C(C)N
Kohn-Sham gap in eV: 8.6
Relative energy (zero: lowest compared OMol25 entry of this formula, charge and spin) in kJ/mol: 59.76

```
17
Properties=species:S:1:pos:R:3:lowdin_charge:R:1
C -0.157 -1.860 0.554 -0.0745
C 0.121 -0.371 0.533 -0.3361
C 0.735 0.193 1.781 -0.0681
C -0.271 0.345 -0.524 -0.3595
C -0.086 1.860 -0.559 -0.0447
N -0.514 -0.222 -1.797 0.0702
H -0.941 -2.127 -0.153 0.0686
H 0.705 -2.514 0.457 0.0744
H -0.635 -2.078 1.517 0.0771
H 1.156 1.187 1.653 0.0661
H 0.087 0.116 2.659 0.0800
H 1.537 -0.502 2.011 0.0743
H 0.997 2.004 -0.664 0.0869
H -0.396 2.330 0.366 0.0727
H -0.541 2.241 -1.467 0.0672
H -0.097 -1.132 -1.915 0.0730
H -0.197 0.397 -2.529 0.0722
```

4.
Below is one molecule with the formula C4BF9O, with properties calculated with ωB97M-V with the def2-TZVPD basis set.

Multiplicity: 1
Strongest force on any atom in hartree/bohr: 0.0774
Electronic energy in eV: -31327.9717
Highest occupied orbital energy in hartree: -0.4431
Kohn-Sham gap in eV: 10.1
Relative energy (zero: lowest compared OMol25 entry of this formula, charge and spin) in kJ/mol: 158.26

```
15
Properties=species:S:1:pos:R:3:lowdin_charge:R:1
B 0.200 -0.514 -0.457 -0.1080
C -0.565 0.357 0.901 0.1382
C -0.438 -0.242 -1.903 -0.5331
C 1.839 -0.787 -0.377 -0.4938
C -1.150 1.090 2.067 -0.5214
O -0.771 -0.858 0.722 0.2491
F -1.562 0.522 -1.915 0.1190
F -0.785 -1.393 -2.473 0.1508
F 0.340 0.335 -2.836 0.1429
F 2.395 0.438 -0.245 0.1383
F 2.398 -1.383 -1.469 0.1288
F 2.053 -1.616 0.667 0.1326
F -0.715 2.394 2.115 0.1272
F -2.516 1.097 2.079 0.1549
F -0.783 0.634 3.266 0.1744
```

5.
Below is C19H43P3ReSSe as an isolated structure, with properties calculated with ωB97M-V with the def2-TZVPD basis set.

Multiplicity: 4
Strongest force on any atom in hartree/bohr: 0.1071
Electronic energy in eV: -126532.6627
Highest occupied orbital energy (alpha / beta) in hartree: -0.7633 / -0.7609
Expectation value of S²: 4.00
Kohn-Sham gap (alpha / beta) in eV: 5.7 / 5.5
Relative energy (zero: lowest compared OMol25 entry of this formula, charge and spin) in kJ/mol: 274.12
Total charge: +4

```
68
Properties=species:S:1:pos:R:3:lowdin_charge:R:1
Re -0.903 -0.301 1.079 0.4952
P -3.006 -0.293 0.195 0.6493
P -0.181 -2.418 0.674 0.6458
P -0.424 1.957 0.668 0.6557
H 3.725 -0.952 -0.794 0.0430
C 3.893 0.008 -0.303 -0.0885
C 4.088 0.018 1.013 -0.0268
H 4.090 -0.954 1.529 0.0728
C -3.395 -0.081 -1.602 -0.2009
C -4.226 -1.598 0.604 -0.2133
C -3.885 1.198 0.872 -0.1991
C 1.610 -2.861 0.621 -0.2079
C -0.601 -3.720 1.919 -0.1743
C -0.687 -3.160 -0.939 -0.2305
C 1.293 2.602 0.488 -0.2105
C -0.891 3.027 2.089 -0.1870
C -1.150 2.836 -0.796 -0.2293
H 3.826 0.922 -0.910 0.0622
H 4.337 0.892 1.594 0.0677
H -4.468 -0.242 -1.793 0.0907
H -2.812 -0.793 -2.194 0.0407
H -3.130 0.925 -1.938 0.0430
H -5.218 -1.299 0.252 0.0798
H -4.278 -1.782 1.678 0.0638
H -3.966 -2.540 0.118 0.0558
H -4.968 1.084 0.733 0.0912
H -3.555 2.115 0.376 0.0331
H -3.678 1.298 1.945 0.0518
H 1.698 -3.906 0.272 0.0909
H 2.041 -2.786 1.628 0.0649
H 2.159 -2.202 -0.059 0.0176
H -0.260 -4.696 1.552 0.0945
H -1.681 -3.753 2.096 0.0628
H -0.082 -3.484 2.857 0.0708
H -0.155 -4.107 -1.109 0.0843
H -0.415 -2.460 -1.744 -0.0230
H -1.768 -3.330 -0.965 0.0556
H 1.236 3.693 0.368 0.0924
H 1.755 2.149 -0.397 0.0178
H 1.896 2.372 1.369 0.0249
H -0.830 4.073 1.758 0.0951
H -0.173 2.858 2.902 0.0346
H -1.904 2.799 2.434 0.0532
H -0.882 3.899 -0.736 0.0864
H -2.236 2.714 -0.874 0.0296
H -0.680 2.424 -1.706 -0.0009
C 1.493 0.117 -3.608 -0.5195
C 2.893 -0.056 -3.515 -0.0658
C 3.653 -0.101 -4.685 0.0365
C 3.040 0.133 -5.933 0.0837
C 1.666 0.468 -6.009 0.0393
C 0.872 0.483 -4.843 -0.0395
Se 0.439 0.052 -2.053 1.0707
H -1.821 -0.868 2.325 0.0039
H 3.330 -0.093 -2.534 0.0454
H 4.724 -0.287 -4.563 0.1512
H 3.672 0.109 -6.826 0.1583
H 1.222 0.727 -6.978 0.1513
H -0.154 0.814 -4.862 0.1184
C -0.788 0.138 4.320 -0.3136
S 0.559 -0.056 3.090 0.7512
C 1.638 1.275 3.912 -0.2211
H -1.718 -0.289 3.937 0.0148
H -0.922 1.208 4.516 0.0573
H -0.497 -0.382 5.231 0.0802
H 1.017 1.923 4.540 0.0657
H 2.318 0.698 4.543 0.0770
H 2.205 1.838 3.169 0.0297
```

6.
Below is C35H55CdN5O7S2SbSi3 as an isolated structure, with properties calculated with ωB97M-V with the def2-TZVPD basis set.

Multiplicity: 1
Strongest force on any atom in hartree/bohr: 0.0445
Electronic energy in eV: -115383.3780
Highest occupied orbital energy in hartree: -0.1946
Kohn-Sham gap in eV: 7.6
Relative energy (zero: lowest compared OMol25 entry of this formula, charge and spin) in kJ/mol: 224.80
Total charge: -1

```
109
Properties=species:S:1:pos:R:3:lowdin_charge:R:1
Cd 0.113 -1.011 0.139 1.3220
C 0.286 -3.254 -4.543 0.0036
C -0.823 -3.708 -3.673 -0.3583
N -1.470 -4.832 -3.781 0.0922
N -2.388 -4.819 -2.778 0.0103
C -2.306 -3.692 -2.019 -0.8424
S -3.225 -3.264 -0.733 0.6190
N -1.290 -2.975 -2.620 -0.0890
N -0.807 -1.781 -2.127 0.0670
H 0.345 -3.901 -5.412 0.0815
H 1.231 -3.295 -4.002 0.0839
H 0.130 -2.223 -4.860 0.0879
H -2.982 -5.609 -2.600 0.1395
H 0.053 -1.473 -2.591 0.0544
H -1.480 -1.010 -2.226 0.0603
O -0.664 -2.980 3.853 0.0175
C -0.530 -2.648 2.679 -0.6354
O -0.820 -1.542 2.157 -0.2542
C 0.048 -3.705 1.717 -0.1732
C 0.383 -4.969 2.195 0.0032
C 0.920 -5.896 1.324 -0.0609
C 1.124 -5.519 0.004 -0.0637
C 0.745 -4.246 -0.388 -0.1570
N 0.205 -3.366 0.443 0.0539
H 0.206 -5.190 3.236 0.1120
H 1.181 -6.893 1.658 0.1021
H 1.565 -6.201 -0.710 0.1005
H 0.898 -3.908 -1.405 0.0925
C 8.352 -1.809 1.280 -0.0602
C 6.898 -1.668 0.936 -0.2788
C 6.286 -2.517 0.028 -0.0208
C 4.935 -2.408 -0.273 -0.1943
C 4.341 -3.362 -1.265 -0.0400
C 4.163 -1.429 0.363 -0.0362
C 4.777 -0.536 1.252 -0.1920
C 4.025 0.563 1.941 -0.0416
C 6.130 -0.672 1.522 -0.0195
C 2.665 -1.369 0.173 -0.6361
O 1.991 -1.075 1.189 -0.1023
O 2.151 -1.639 -0.930 -0.0747
H 8.757 -2.738 0.886 0.0682
H 8.487 -1.801 2.361 0.0755
H 8.926 -0.980 0.865 0.0773
H 6.872 -3.290 -0.452 0.1059
H 5.077 -4.112 -1.555 0.0720
H 4.012 -2.825 -2.154 0.0831
H 3.466 -3.853 -0.844 0.0621
H 3.502 0.154 2.804 0.0882
H 3.277 1.010 1.289 0.0756
H 4.718 1.333 2.283 0.0750
H 6.597 0.008 2.225 0.1136
C -4.825 -1.071 2.178 -0.2334
Si -3.566 0.241 2.778 0.3959
C -4.703 1.663 3.417 -0.2172
C -2.806 -0.432 4.402 -0.2108
Sb -2.063 0.644 0.677 0.9457
Si -3.984 1.699 -0.838 0.4356
C -5.476 2.600 0.004 -0.2339
C -4.762 0.095 -1.580 -0.2451
C -3.690 2.841 -2.375 -0.2246
Si -0.608 2.499 1.883 0.4340
C -1.745 3.895 2.624 -0.2283
C 0.849 3.506 1.096 -0.2037
C 0.223 1.491 3.290 -0.2092
H -5.309 -1.590 3.000 0.0218
H -4.322 -1.818 1.573 -0.0273
H -5.603 -0.620 1.570 0.0096
H -5.210 1.367 4.331 0.0221
H -5.464 1.916 2.692 -0.0126
H -4.150 2.568 3.633 -0.0095
H -3.553 -0.943 5.004 0.0272
H -2.382 0.360 5.013 0.0128
H -2.020 -1.149 4.192 -0.0134
H -6.090 1.888 0.540 0.0013
H -6.104 3.085 -0.737 0.0173
H -5.152 3.355 0.710 0.0052
H -4.747 -0.710 -0.849 -0.0362
H -4.183 -0.237 -2.438 0.0139
H -5.790 0.231 -1.905 0.0224
H -3.562 3.886 -2.101 0.0138
H -4.528 2.783 -3.067 0.0258
H -2.800 2.515 -2.902 -0.0041
H -2.507 4.199 1.912 0.0064
H -1.178 4.775 2.911 0.0133
H -2.251 3.524 3.508 -0.0073
H 0.528 4.407 0.582 0.0058
H 1.364 2.880 0.377 -0.0043
H 1.574 3.800 1.852 0.0263
H -0.507 1.080 3.979 -0.0001
H 0.943 2.072 3.864 0.0252
H 0.749 0.649 2.840 0.0036
C 0.736 7.087 -2.891 -0.0547
C 0.617 5.600 -2.711 -0.2742
C 1.528 4.718 -3.282 -0.0352
C 1.386 3.349 -3.110 -0.0399
C 0.349 2.863 -2.340 -0.2526
C -0.542 3.725 -1.735 -0.0978
C -0.415 5.087 -1.934 -0.0398
S 0.158 1.115 -2.002 0.4181
O -1.281 0.864 -2.093 -0.4874
O 0.889 0.369 -3.005 -0.3100
O 0.650 0.971 -0.632 -0.5028
H 1.349 7.335 -3.753 0.0715
H 1.185 7.539 -2.006 0.0816
H -0.250 7.529 -3.020 0.0760
H 2.357 5.102 -3.861 0.1081
H 2.076 2.648 -3.551 0.1125
H -1.317 3.314 -1.108 0.0748
H -1.116 5.768 -1.471 0.1185
```